[1]
Formula: C38H49BaBrNO2P2
Source: OMol25
Level of theory: wB97M-V/def2-TZVPD

Geometry as XYZ:
```
94
Properties=species:S:1:pos:R:3:forces:R:3
C -2.984 0.657 3.316 0.0 0.0 0.0
C -1.246 -2.539 -4.541 0.0 -0.1 0.1
H 1.261 1.729 -0.746 0.1 0.0 0.0
H -1.349 -3.228 -6.580 0.0 0.0 0.0
H 3.371 1.918 0.555 0.0 0.0 0.0
H -2.221 3.368 -2.387 0.0 0.0 -0.1
C 2.596 -0.609 0.960 0.0 0.0 0.0
P -2.215 1.300 0.745 -0.3 0.1 0.1
H -1.059 2.223 -1.704 0.0 0.0 0.0
H 3.318 -0.943 4.748 0.0 0.0 0.0
C -1.085 -1.931 -2.113 0.1 0.1 -0.2
H 5.390 -1.531 -2.409 0.0 0.0 0.0
C 4.755 -0.825 -1.868 -0.1 0.0 0.0
H -4.641 -4.121 3.080 0.0 0.0 -0.1
C -4.017 -4.412 2.229 -0.2 0.1 -0.1
C -2.010 -3.231 1.900 -0.8 -0.8 0.7
C 1.735 0.009 1.891 0.5 -0.1 0.2
H -1.543 0.811 -4.130 0.0 0.0 0.0
C -1.221 -3.532 -5.547 0.0 -0.1 -0.1
H -1.014 -5.602 -6.005 0.0 0.0 0.0
C -0.892 -4.276 -2.910 0.0 -0.2 0.0
C -1.330 3.691 1.936 0.1 0.1 0.1
H 3.577 -3.141 -0.648 0.0 -0.1 0.0
C 3.310 -1.330 -1.843 -0.1 0.1 -0.1
H -4.873 2.936 0.223 0.0 0.0 0.0
C -1.832 2.952 -1.455 0.0 -0.1 0.0
H 3.780 -3.374 -2.382 0.0 0.0 0.0
H 3.078 1.244 -3.152 0.0 0.0 0.0
H -1.554 -0.905 -5.910 0.0 0.0 0.0
H 1.594 4.653 3.290 0.0 0.0 0.0
H -4.281 -0.711 1.356 0.0 0.0 0.0
C 0.850 4.024 2.809 -0.1 0.1 0.0
H -1.359 3.755 -0.891 0.0 0.0 0.0
C -1.241 -0.624 -2.539 0.0 -0.3 0.1
H -5.493 0.236 2.234 0.0 0.0 0.0
C -1.035 -4.845 -5.231 0.0 0.1 -0.2
C -4.027 3.361 -0.317 0.0 -0.1 0.1
C 2.138 1.534 -2.678 0.0 0.0 0.0
C 0.281 1.860 1.823 -0.3 0.6 0.1
C 1.195 2.741 2.458 0.1 -0.1 0.0
H -0.260 6.269 3.830 0.0 0.0 0.0
C 5.165 -2.252 3.250 0.0 0.0 0.0
H 5.882 -1.612 3.772 0.0 0.0 0.0
C 3.202 -2.840 -1.625 0.0 0.0 0.0
C 3.126 -0.844 3.684 0.0 0.0 0.1
H 5.171 -0.694 -0.872 0.1 0.0 0.1
H 4.309 1.789 -0.933 0.1 0.0 0.0
C -1.013 2.395 1.549 0.1 -0.1 0.0
Br -0.649 -4.844 -1.099 0.0 0.0 -0.1
P 2.040 -0.481 -0.771 0.6 0.3 -0.5
H 1.358 0.322 3.974 0.0 0.0 0.0
H -3.969 2.213 2.212 0.1 0.0 0.0
Ba -0.496 -1.565 0.621 -0.3 0.9 -2.3
H 3.229 3.161 -0.688 0.0 0.0 0.0
H 2.889 -1.144 -2.841 0.0 0.0 0.1
C 3.976 -1.465 2.773 0.1 0.0 -0.1
H -0.710 -6.268 -3.637 0.0 0.0 0.0
H -4.191 -5.465 2.001 -0.1 0.0 0.0
C -0.790 5.945 2.933 0.0 0.1 0.0
H 4.827 0.136 -2.377 0.0 0.0 0.0
H 2.163 -3.164 -1.701 0.0 0.0 0.0
H 1.963 2.586 -2.911 0.0 0.0 0.0
H -2.334 4.063 1.753 0.0 0.0 0.0
H 4.341 -1.834 0.717 0.1 0.0 0.0
H -1.860 6.036 3.125 0.0 0.0 0.0
C 3.689 -1.340 1.422 0.1 -0.1 0.2
C -3.569 1.209 2.019 0.1 0.1 -0.1
C -2.962 2.317 -0.647 0.0 -0.1 0.0
H 4.863 -3.038 3.945 0.0 0.0 0.0
C 2.030 -0.131 3.256 0.0 0.0 0.1
H -4.410 3.797 -1.243 0.0 0.0 0.0
H -3.429 1.549 -1.277 0.0 0.0 0.0
H 2.198 2.391 2.666 0.0 0.0 0.0
C -1.083 -2.894 -3.168 0.0 0.2 0.0
C -0.864 -5.228 -3.890 0.0 -0.1 0.3
H -2.561 -0.338 3.149 0.0 0.0 0.0
H 5.682 -2.723 2.415 0.0 0.0 0.0
H -1.211 0.178 -1.806 0.0 0.1 0.2
H 1.333 0.948 -3.126 0.0 0.0 0.0
H -0.540 6.648 2.132 0.0 0.0 0.0
C -1.423 -1.181 -4.869 0.0 0.2 -0.1
C 2.191 1.332 -1.166 -0.1 0.0 0.1
H -3.619 4.178 0.279 0.0 0.0 0.0
H -3.766 0.560 4.071 0.0 0.0 0.1
O -0.817 -3.152 2.236 -0.2 -1.7 1.7
C -0.424 4.534 2.565 -0.1 0.0 0.0
O -2.661 -4.249 2.563 0.5 0.2 0.0
C -4.679 0.296 1.508 0.1 0.0 0.0
N 0.588 0.609 1.437 0.2 0.6 -0.1
H -5.096 0.639 0.560 0.0 0.0 -0.1
H -4.263 -3.796 1.357 0.0 -0.1 0.1
C -1.418 -0.239 -3.878 0.0 0.1 -0.3
C 3.347 2.088 -0.520 -0.1 0.0 0.0
H -2.200 1.304 3.708 0.0 0.0 0.0
```
Forces are in eV/Å.

Results
- E_LUMO: 0.09242 hartree
- Multiplicity: 1
- ΔE to the lowest compared entry with this formula, charge and spin: 0.611 eV
- Net charge: -1



[2]
Formula: C6H6N2O4
Source: OMol25
Level of theory: wB97M-V/def2-TZVPD

Geometry as XYZ:
```
18
Properties=species:S:1:pos:R:3:forces:R:3
H -1.466 0.224 0.222 -1.2 -0.8 0.0
O -1.925 2.803 -0.060 0.3 -0.6 0.0
H 2.659 0.174 -0.074 -0.6 -1.0 -0.2
H -0.360 -1.793 0.965 1.8 0.5 0.9
C -0.809 2.321 0.253 0.7 0.1 0.5
H 1.092 -1.703 2.235 -0.6 0.5 -0.9
C 0.597 0.186 0.929 0.3 0.0 0.3
C -0.808 -1.166 -2.414 0.5 2.0 0.0
N 1.161 -0.325 -1.409 1.6 -0.5 -0.4
H 1.201 0.951 1.506 -1.1 -0.8 -0.3
O 0.212 2.956 0.654 -0.1 0.4 -0.2
C 1.608 -0.169 -0.225 -0.1 1.3 0.3
N 0.008 -0.066 -1.858 0.1 1.1 2.2
O -0.795 -2.224 -1.849 0.3 -3.1 1.7
C -0.600 0.811 0.298 0.7 0.2 0.0
O -1.445 -0.743 -3.348 -1.8 0.4 -2.7
C 0.250 -1.152 1.726 -1.5 -0.6 -1.4
H -0.582 -1.086 2.449 0.6 0.9 0.3
```
Forces are in eV/Å.

Results
- E_LUMO (alpha / beta): 0.22942 / 0.23006 hartree
- Multiplicity: 1
- ΔE to the lowest compared entry with this formula, charge and spin: 2.154 eV
- Net charge: -2



[3]
Formula: C4H15N2O2
Source: OMol25
Level of theory: wB97M-V/def2-TZVPD

Geometry as XYZ:
```
23
Properties=species:S:1:pos:R:3:forces:R:3
H 0.489 2.513 1.182 0.1 0.1 -0.1
H -1.554 2.578 1.906 0.1 0.2 0.2
C -0.321 0.325 0.182 -0.3 -0.8 -3.0
H 2.264 -6.248 -0.149 0.3 0.1 -0.1
H 0.315 3.696 -0.031 -0.8 0.5 -0.3
N -1.534 2.868 0.945 0.2 0.7 -0.7
N -1.544 -0.461 -0.393 1.5 0.7 -1.8
H 1.708 -0.343 0.648 0.2 0.5 -0.1
H 1.289 -2.397 0.434 0.0 -0.3 0.0
H 0.822 1.642 -1.146 -0.2 -0.3 -0.1
H -1.508 -1.481 -0.225 -0.6 0.1 0.9
C -0.154 1.602 -0.653 0.2 2.6 1.6
C -0.183 2.819 0.367 0.5 -2.4 0.6
H -0.705 0.506 1.177 1.0 0.0 0.4
H 2.602 -4.814 -0.686 0.5 -0.1 -0.3
H -0.924 1.887 -1.363 -0.1 -0.7 -0.2
H -1.475 -0.478 -1.460 0.1 0.1 0.1
O 1.940 -5.354 -0.263 -0.8 0.1 0.4
H 1.373 -0.290 -1.095 -0.4 -0.6 0.0
O 0.530 -1.884 0.141 0.4 -0.1 -0.7
H -1.969 3.775 0.863 -0.1 0.0 0.0
C 0.951 -0.547 -0.116 -1.2 0.2 2.4
H -2.413 0.087 -0.265 -0.5 -0.6 0.7
```
Forces are in eV/Å.

Results
- E_LUMO (alpha / beta): 0.02365 / 0.01703 hartree
- Multiplicity: 2
- ΔE to the lowest compared entry with this formula, charge and spin: 2.442 eV
- Net charge: 0



[4]
Formula: C10H24N6NiO7
Source: OMol25
Level of theory: wB97M-V/def2-TZVPD

Geometry as XYZ:
```
48
Properties=species:S:1:pos:R:3:forces:R:3
H 2.178 -4.169 -1.255 0.2 0.3 -0.1
C -0.820 2.479 0.943 -2.2 -3.6 -0.3
C 2.294 -3.140 -1.625 0.5 -0.7 -0.3
H -1.347 -4.125 -0.721 0.1 0.1 0.1
N 1.745 -0.938 -0.638 0.4 -3.5 0.0
N -1.055 1.216 0.534 -1.6 4.4 0.9
C 0.460 -0.155 3.364 0.3 0.4 -0.6
H -2.287 -0.671 -2.241 -0.1 0.0 0.1
C 1.387 -2.217 -0.903 2.1 2.0 -0.2
H 0.237 5.039 0.828 0.0 -0.2 -0.1
C -0.383 -3.963 -0.225 -0.1 -0.3 0.0
H 3.358 -2.857 -1.547 -0.6 0.0 0.0
H -0.533 -4.163 0.846 0.0 0.0 -0.2
H 0.327 -4.698 -0.627 -0.2 0.3 0.2
N 1.235 1.880 0.200 0.2 4.1 1.2
N -0.560 -1.484 0.015 1.9 -3.1 -1.8
O -1.692 -1.667 0.584 -2.4 0.4 1.2
O 2.960 -0.556 -0.615 1.4 0.9 -0.7
O -0.799 -0.980 -3.495 0.8 -0.1 -0.4
H -1.148 3.858 2.513 -0.5 -0.2 -0.2
H 1.123 1.750 3.740 -0.7 -0.8 0.6
O -2.314 0.740 0.655 0.7 -0.1 0.6
O 0.273 0.736 -2.155 -2.0 0.9 -0.9
H -2.786 -0.179 -3.832 0.3 0.3 -0.7
H 1.441 4.318 1.874 0.3 0.1 0.0
H 0.230 1.008 5.067 0.3 0.2 -0.6
H -0.406 1.455 -2.191 1.0 -0.4 0.2
N -0.286 -1.132 3.990 0.4 0.4 -0.4
H 2.019 -3.188 -2.700 0.2 0.1 0.4
N 0.423 1.065 4.068 0.7 -0.3 -0.9
H -0.449 -1.946 3.418 -0.2 0.0 0.0
C -1.759 3.169 1.903 0.1 0.4 -0.4
C 1.030 4.286 0.866 -0.2 0.0 -0.1
H -2.549 3.745 1.381 0.4 -0.2 0.3
H -2.098 -0.321 0.651 -0.7 -0.5 0.1
O 2.563 2.041 0.156 0.3 -0.7 -0.7
H 1.793 4.545 0.137 0.2 0.0 0.1
H -2.249 2.424 2.560 0.3 0.3 -0.5
O 1.086 -0.316 2.300 -1.1 0.4 1.8
H -0.243 0.014 -2.724 1.4 0.6 0.9
H -0.384 -0.929 -4.361 -0.8 -0.1 -0.4
H -1.032 -0.822 4.603 0.2 -0.3 -0.4
C 0.504 2.922 0.582 2.0 -2.0 -0.1
H 2.829 1.085 -0.126 0.5 0.3 0.0
C 0.109 -2.575 -0.413 -1.6 2.5 0.7
Ni 0.408 0.238 -0.179 -1.2 -1.5 0.5
H -2.587 -1.934 -3.404 -0.2 0.7 -0.2
C -2.191 -0.904 -3.300 -0.8 -1.7 0.9
```
Forces are in eV/Å.

Results
- E_LUMO (alpha / beta): 0.00215 / 0.00064 hartree
- Multiplicity: 3
- ΔE to the lowest compared entry with this formula, charge and spin: 0.000 eV
- Net charge: 0



[5]
Formula: C4H12N2O
Source: OMol25
Level of theory: wB97M-V/def2-TZVPD

Geometry as XYZ:
```
19
Properties=species:S:1:pos:R:3:forces:R:3
H -0.300 -1.874 -0.177 0.0 0.2 -0.2
C -0.619 -0.853 0.083 0.7 -1.9 1.1
H 1.320 -0.280 1.012 -0.2 0.2 -0.3
H -1.883 1.506 -0.626 -0.6 -1.0 -0.1
C 0.267 -0.411 1.264 -1.0 0.3 0.5
H -0.218 0.529 1.558 0.8 0.2 0.2
O 2.153 0.977 -1.796 0.6 -0.1 0.3
N -0.789 1.900 -2.315 0.5 -1.8 -1.1
H 1.473 1.636 -1.621 -0.1 0.2 -0.2
N -0.589 -0.083 -1.106 0.3 1.5 -0.9
H -1.547 2.142 -2.945 0.0 1.2 0.6
H 0.165 -0.232 -1.769 0.1 -0.3 0.2
H 0.532 -2.355 2.136 -0.4 -0.1 0.2
H 2.907 1.198 -1.227 -0.4 0.0 -0.3
C -1.164 1.113 -1.369 -0.3 0.7 1.0
C 0.129 -1.389 2.458 0.4 0.4 -1.4
H -1.629 -1.037 0.461 -0.2 0.5 -0.1
H -0.934 -1.426 2.676 0.0 -0.4 0.5
H 0.726 -1.060 3.304 -0.2 0.1 0.1
```
Forces are in eV/Å.

Results
- E_LUMO: 0.03540 hartree
- Multiplicity: 1
- SMILES: [H]/N=C/NCCC.O
- ΔE to the lowest compared entry with this formula, charge and spin: 1.972 eV
- Net charge: 0



[6]
Formula: C4H10N2P
Source: OMol25
Level of theory: wB97M-V/def2-TZVPD

Geometry as XYZ:
```
17
Properties=species:S:1:pos:R:3:forces:R:3
N -1.891 0.236 -0.183 3.3 1.3 0.3
C 0.108 -1.193 -0.308 0.6 0.3 -2.3
N 0.280 1.191 0.051 -2.0 -1.6 0.3
C 0.900 -0.069 0.227 0.2 -1.5 3.4
H 2.507 0.597 -1.337 0.3 0.0 0.1
H -2.109 -1.754 -0.193 1.9 0.2 0.6
H -1.213 -1.095 1.287 -0.5 -0.2 -0.5
H -1.426 2.314 -0.445 0.3 -1.5 0.3
H 2.615 1.224 0.689 1.0 -1.1 -0.8
C -1.277 -1.058 0.182 -3.3 -1.6 1.1
P 2.693 -0.063 -0.083 -0.2 1.8 0.8
C -1.052 1.274 -0.199 -0.3 1.8 -0.3
H 0.984 -0.676 1.903 -0.2 1.8 -3.3
H 0.065 -1.119 -1.448 0.5 -0.4 1.2
H 0.961 1.917 0.185 -0.7 1.2 -0.3
H -2.874 0.274 -0.404 0.1 0.5 -0.1
H 0.727 -2.001 0.075 -1.0 -0.9 -0.5
```
Forces are in eV/Å.

Results
- E_LUMO: -0.16653 hartree
- Multiplicity: 1
- ΔE to the lowest compared entry with this formula, charge and spin: 2.708 eV
- Net charge: +1



- Which of these has the highest multiplicity?
  C10H24N6NiO7